[1]
{
  "formula": "C6H12O",
  "method": "wB97M-V/def2-TZVPD",
  "elements": ["C", "C", "C", "O", "C", "C", "C", "H", "H", "H", "H", "H", "H", "H", "H", "H", "H", "H", "H"],
  "positions_angstrom": [[1.69694, 0.80969, 0.72897], [0.73721, -0.18137, 0.10366], [1.37029, -1.01451, -0.99260], [-0.01117, -0.87211, 1.10757], [-0.73386, -0.04274, 0.19445], [-1.39661, 1.19317, 0.76357], [-1.66711, -0.83084, -0.70579], [2.42497, 0.24126, 1.32004], [1.20111, 1.50708, 1.40462], [2.25271, 1.38192, -0.01775], [1.44719, -0.40915, -1.90325], [0.79044, -1.91194, -1.21508], [2.38194, -1.32674, -0.71028], [-1.72424, 1.84197, -0.05650], [-2.28413, 0.91190, 1.34099], [-0.74470, 1.77380, 1.41727], [-2.58328, -1.05474, -0.14651], [-1.22914, -1.78264, -1.00868], [-1.95171, -0.26957, -1.60261]],
  "mulliken_charge": [-1.511, 1.159, -1.499, -0.596, 1.200, -1.415, -1.482, 0.341, 0.369, 0.296, 0.301, 0.396, 0.370, 0.308, 0.347, 0.364, 0.365, 0.365, 0.322],
  "energy_ev": -8463.45611,
  "max_force_ev_per_a": 0.3,
  "e_homo_ev": -9.9,
  "spin_multiplicity": 1,
  "e_above_lowest_kj_mol": 86.6,
  "homo_lumo_gap_ha": 0.4013,
  "lumo_ev": 0.999,
  "smiles": "CC1(C)OC1(C)C"
}

=====

[2]
{
  "formula": "CH2NOP",
  "method": "wB97M-V/def2-TZVPD",
  "elements": ["C", "N", "O", "P", "H", "H"],
  "positions_angstrom": [[1.34034, -0.09339, 0.21324], [0.18809, 0.01902, 0.02629], [3.23979, -0.22783, 0.19311], [-1.45551, 0.18088, 0.41402], [-1.62472, 1.18049, -0.58868], [-1.68799, -1.05917, -0.25798]],
  "mulliken_charge": [0.255, -0.046, -0.402, -0.031, 0.111, 0.113],
  "energy_ev": -13889.53015,
  "max_force_ev_per_a": 5.5,
  "e_homo_ev": [-10.0, -10.0],
  "spin_multiplicity": 1,
  "e_above_lowest_kj_mol": 563.6,
  "homo_lumo_gap_ha": [0.3513, 0.3507],
  "lumo_ev": [-0.440, -0.434]
}

=====

[3]
{
  "formula": "C6H14NS",
  "method": "wB97M-V/def2-TZVPD",
  "elements": ["C", "C", "S", "N", "H", "H", "H", "H", "H", "H", "C", "C", "C", "C", "H", "H", "H", "H", "H", "H", "H", "H"],
  "positions_angstrom": [[1.43211, -0.14876, -1.57407], [1.85463, 1.22831, -1.04142], [0.49093, 2.08910, -0.19575], [0.23058, -0.11414, -2.41941], [1.22402, -0.79668, -0.71679], [2.25742, -0.60097, -2.13927], [2.21196, 1.82917, -1.88830], [2.70357, 1.08325, -0.36476], [0.48470, 0.26141, -3.32800], [-0.34319, 0.61531, -1.98118], [-1.00931, -2.66516, 1.44461], [-1.08412, -1.16520, 1.50122], [-0.34431, -0.45720, 2.34706], [-2.04196, -0.52675, 0.53721], [-1.97063, -3.13149, 1.68674], [-0.25748, -3.04752, 2.13599], [-0.74879, -2.99257, 0.43408], [-0.27975, 0.62133, 2.30415], [0.28163, -0.97508, 3.06926], [-1.97263, 0.55677, 0.58889], [-3.06289, -0.86477, 0.74545], [-1.79956, -0.82082, -0.48845]],
  "mulliken_charge": [-0.492, -0.614, -0.665, -0.604, 0.075, 0.399, 0.246, 0.253, 0.249, 0.207, -1.243, 0.953, -0.893, -1.129, 0.325, 0.326, 0.290, 0.239, 0.240, 0.238, 0.372, 0.230],
  "energy_ev": -18774.81835,
  "max_force_ev_per_a": 0.3,
  "e_homo_ev": -2.5,
  "spin_multiplicity": 1,
  "e_above_lowest_kj_mol": 35.4,
  "homo_lumo_gap_ha": 0.2280,
  "lumo_ev": 3.713,
  "charge": -1
}

=====

Question: What is the formula in the third record?
Answer: C6H14NS